57
Properties=species:S:1:pos:R:3 method="wB97M-V/def2-TZVPD" charge=-1 e_tot_ha=-4254.70671 de_lowest_kcal_mol=0.0 multiplicity=1 e_homo_ev=-3.47
C -3.58 -3.46 -0.36
C -2.77 -2.21 0.00
C -1.66 -1.89 -1.00
C -0.37 -2.64 -0.67
N 0.68 -2.01 -0.24
C 1.96 -2.69 -0.22
C 1.77 -4.11 0.22
C 0.78 -4.78 -0.71
N -0.42 -3.98 -0.83
C -1.58 -4.67 -1.38
C -2.77 -4.73 -0.42
H -4.37 -3.59 0.39
H -4.08 -3.31 -1.33
H -3.46 -1.36 0.06
H -2.35 -2.32 1.01
H -1.99 -2.14 -2.03
H -1.43 -0.82 -0.99
H 2.41 -2.68 -1.23
H 2.61 -2.14 0.46
H 2.71 -4.66 0.21
H 1.38 -4.13 1.25
H 1.24 -4.88 -1.71
H 0.51 -5.78 -0.36
H -1.88 -4.20 -2.33
H -1.25 -5.69 -1.62
H -2.40 -5.00 0.58
H -3.40 -5.56 -0.75
O 1.97 6.37 -1.51
C 1.66 5.26 -1.40
Co 1.04 3.62 -1.39
C -0.66 3.88 -1.67
O -1.79 4.05 -1.82
C 1.49 3.01 -2.98
O 1.70 2.68 -4.06
C 0.80 2.65 0.44
C -0.06 3.31 1.42
C 0.04 4.71 1.56
C -0.84 5.39 2.40
C -1.78 4.68 3.14
C -1.83 3.29 3.07
C -0.95 2.59 2.24
C 1.20 1.33 0.28
C 0.91 0.03 -0.03
Co 2.58 2.45 0.24
C 3.24 4.09 0.43
O 3.85 5.05 0.67
C 3.36 1.98 -1.31
O 4.06 1.63 -2.16
C 3.65 1.68 1.43
O 4.42 1.24 2.18
H 0.80 5.25 0.99
H -0.78 6.48 2.45
H -2.49 5.22 3.79
H -2.55 2.72 3.67
H -0.94 1.50 2.19
H 1.51 -0.31 -0.89
H 0.12 -0.42 0.60